No. 1
Below is the molecule C5H9NO, with properties calculated with wB97M-V/def2-TZVPD.

calculated total energy = -325.90036 Ha
total charge = 0
frontier orbital gap = 9.63 eV
energy relative to the best compared isomer or geometry (same formula, charge and spin) = 97.65 kJ/mol
LUMO level = 0.0329 hartree

Atoms and positions in Å:
C -0.83 0.71 0.36
C -0.62 -1.72 -0.05
H -0.94 -1.87 -1.09
H 0.12 -2.49 0.19
N -0.03 -0.38 0.05
H -1.46 -1.85 0.63
H -2.68 1.64 0.69
H 2.95 1.00 -0.78
O 2.06 -1.29 -0.40
C 1.95 1.08 -0.32
H 2.06 1.52 0.67
C -2.17 0.72 0.44
C 1.34 -0.30 -0.22
H -2.79 -0.14 0.24
H 1.35 1.72 -0.97
H -0.32 1.65 0.55


No. 2
Below is the molecule C5H9NO, with properties calculated with wB97M-V/def2-TZVPD.

calculated total energy = -325.79028 Ha
total charge = 0
frontier orbital gap = 8.53 eV
energy relative to the best compared isomer or geometry (same formula, charge and spin) = 386.67 kJ/mol
LUMO level = -0.0044 hartree

Atoms and positions in Å:
C 2.47 -0.15 0.59
H -2.36 0.34 1.26
H -2.85 0.70 -0.42
N -0.86 0.12 -0.13
C 1.41 0.86 0.35
C 0.07 0.52 0.76
C -2.26 0.03 0.22
C -0.42 -0.14 -1.48
H -1.12 0.29 -2.20
H 3.12 -0.16 -0.30
H 0.55 0.36 -1.63
O -0.10 0.75 1.97
H 3.11 0.28 1.37
H -2.64 -0.99 0.10
H 2.18 -1.17 0.87
H -0.30 -1.21 -1.68


No. 3
Below is a cluster of 2 separate species, C5H9NO in total, with properties calculated with wB97M-V/def2-TZVPD.

calculated total energy = -325.84944 Ha
total charge = 0
frontier orbital gap = 8.77 eV
energy relative to the best compared isomer or geometry (same formula, charge and spin) = 231.33 kJ/mol
LUMO level = 0.0331 hartree

Atoms and positions in Å:
H 1.69 2.17 -0.68
O 2.02 -3.25 0.59
H 1.04 2.53 1.04
C -0.14 1.00 -0.12
C -0.37 -0.23 0.49
C -1.68 -0.64 0.06
H 1.74 -3.07 -0.37
H 2.71 -3.88 0.31
C 1.06 1.77 0.18
H 1.88 1.04 0.51
N -1.24 1.38 -0.79
C -2.14 0.31 -0.85
H -3.08 0.42 -1.30
H -1.56 2.26 -1.29
H 0.17 -0.47 1.45
H -2.11 -1.34 0.78


No. 4
Below is the molecule C5H9NO, with properties calculated with wB97M-V/def2-TZVPD.

calculated total energy = -325.66024 Ha
total charge = 0
frontier orbital gap = 8.74 eV
energy relative to the best compared isomer or geometry (same formula, charge and spin) = 728.09 kJ/mol
LUMO level = 0.0187 hartree

Atoms and positions in Å:
C -2.06 -0.53 -0.80
H -2.11 -0.25 1.40
H 2.38 -1.51 0.24
N 0.43 0.78 0.39
C 2.44 -0.61 0.82
C -1.09 1.37 0.81
H -3.02 -0.96 -1.00
C 1.75 0.40 -0.05
H -1.58 0.10 -1.49
H -2.91 1.17 0.26
O 2.21 0.90 -1.18
H -1.34 -1.27 -0.46
H 1.59 0.85 -1.92
H 3.43 -0.31 0.79
C -2.14 0.44 0.46
H 2.03 -0.56 1.73


No. 5
Below is the molecule C5H9NO, with properties calculated with wB97M-V/def2-TZVPD.

calculated total energy = -325.89501 Ha
total charge = 0
frontier orbital gap = 11.40 eV
energy relative to the best compared isomer or geometry (same formula, charge and spin) = 111.69 kJ/mol
LUMO level = 0.0229 hartree

Atoms and positions in Å:
C 0.42 1.73 -0.41
H -2.03 1.01 -0.45
C -1.73 -0.04 -0.49
H 0.84 0.94 1.43
C 0.63 0.55 0.43
H 1.81 -0.53 -1.07
H -2.62 -0.64 -0.26
H -1.00 -2.26 0.55
H 2.76 0.47 0.05
N 0.28 2.65 -1.10
C -0.65 -0.35 0.53
C 1.90 -0.19 -0.03
H -1.40 -0.28 -1.50
H 2.05 -1.07 0.60
H -1.07 -0.17 1.54
O -0.22 -1.70 0.43


No. 6
Below is a cluster of 2 separate species, C5H9NO in total, with properties calculated with wB97M-V/def2-TZVPD.

calculated total energy = -325.78658 Ha
total charge = 0
frontier orbital gap = 10.38 eV
energy relative to the best compared isomer or geometry (same formula, charge and spin) = 396.38 kJ/mol
LUMO level = 0.0277 hartree

Atoms and positions in Å:
C -0.77 -1.50 1.11
H -1.85 1.49 -0.27
O 1.29 0.77 0.38
H -1.28 1.41 1.20
H 1.44 -0.25 -2.84
N -0.08 0.14 -1.45
H -1.19 -1.57 0.10
H 1.82 -0.81 -1.23
H 1.17 0.65 1.33
C -0.55 -1.53 2.29
H 0.51 -1.59 -2.15
H -0.46 2.58 0.30
C -0.97 1.61 0.23
C 0.96 -0.68 -1.95
H -0.18 -1.45 3.26
C 0.16 0.71 -0.30


No. 7
Below is the molecule C5H9NO, with properties calculated with wB97M-V/def2-TZVPD.

calculated total energy = -325.82015 Ha
total charge = 0
frontier orbital gap (alpha / beta) = 7.71 / 7.72 eV
energy relative to the best compared isomer or geometry (same formula, charge and spin) = 308.26 kJ/mol
LUMO level (alpha / beta) = -0.0012 / -0.0011 hartree

Atoms and positions in Å:
H 1.26 -0.92 1.52
C -1.43 -0.56 0.67
N 0.75 -0.47 -0.42
C -0.47 -1.08 -0.27
H 0.90 1.18 -1.70
H -0.74 -1.91 -0.92
H 2.24 0.00 -1.85
H -1.11 1.04 2.15
C 1.40 -0.23 0.70
C -1.32 0.92 1.08
H 2.04 0.64 0.80
O -2.43 -1.18 1.02
H -2.30 1.35 0.88
H 0.61 -0.38 -2.50
C 1.17 0.11 -1.70
H -0.57 1.49 0.52


No. 8
Below is the molecule C5H9NO, with properties calculated with wB97M-V/def2-TZVPD.

calculated total energy = -325.85973 Ha
total charge = 0
frontier orbital gap = 10.92 eV
energy relative to the best compared isomer or geometry (same formula, charge and spin) = 204.33 kJ/mol
LUMO level = 0.0331 hartree

Atoms and positions in Å:
N 0.40 2.16 0.98
H -0.87 -1.59 -0.39
C 0.59 1.07 0.68
H -1.84 0.26 -1.89
C 0.81 -0.32 0.29
C -0.26 -0.73 -0.78
H 0.24 -1.16 -1.66
C 0.86 -1.12 1.60
H -1.73 0.67 -0.14
H 1.80 -0.34 -0.16
H -0.12 -1.09 2.07
C -1.18 0.58 -1.09
O -0.46 1.77 -1.49
H -0.99 2.59 -1.68
H 1.17 -2.14 1.40
H 1.59 -0.63 2.27


No. 9
Below is a cluster of 2 separate species, C5H9NO in total, with properties calculated with wB97M-V/def2-TZVPD.

calculated total energy = -325.81129 Ha
total charge = 0
frontier orbital gap = 10.38 eV
energy relative to the best compared isomer or geometry (same formula, charge and spin) = 331.51 kJ/mol
LUMO level = 0.0317 hartree

Atoms and positions in Å:
C 0.63 -1.26 0.26
H -1.68 -0.47 1.30
H 0.81 1.63 1.59
C -0.58 0.97 -2.11
O -1.14 -0.77 2.04
H -2.25 1.29 -1.29
H -0.23 -1.43 -0.40
H 1.95 0.47 -0.70
H -0.35 2.03 -2.26
C 0.20 -0.68 1.65
H 0.79 -1.12 2.46
H 1.25 -2.16 0.26
N -1.63 0.52 -1.57
H 0.18 0.26 -2.45
C 0.78 0.63 1.17
C 1.28 0.09 0.06


No. 10
Below is the molecule C5H9NO, with properties calculated with wB97M-V/def2-TZVPD.

calculated total energy = -325.82805 Ha
total charge = 0
frontier orbital gap = 10.43 eV
energy relative to the best compared isomer or geometry (same formula, charge and spin) = 287.50 kJ/mol
LUMO level = 0.0379 hartree

Atoms and positions in Å:
H -0.60 0.22 2.86
C 1.03 -0.71 -0.72
C 0.76 0.19 0.42
H 0.42 -1.35 -2.68
N 1.53 0.66 -0.73
H -0.82 -0.42 -1.84
H 1.36 0.08 1.32
H -2.25 0.67 2.18
H 0.96 1.25 -1.33
H 1.82 -1.45 -0.58
H -1.28 0.81 -0.14
O -0.63 1.89 1.55
C -1.17 0.69 2.05
C -0.60 0.75 0.71
H -0.50 -2.10 -1.37
C -0.03 -1.17 -1.70


No. 11
Below is the molecule C5H9NO, with properties calculated with wB97M-V/def2-TZVPD.

calculated total energy = -325.82192 Ha
total charge = 0
frontier orbital gap = 10.62 eV
energy relative to the best compared isomer or geometry (same formula, charge and spin) = 303.61 kJ/mol
LUMO level = 0.0347 hartree

Atoms and positions in Å:
O 0.21 0.14 2.56
H -2.05 -0.03 -0.72
H 0.96 1.81 -0.13
H -0.74 0.23 2.40
H 1.91 0.29 1.50
C 0.00 -0.17 -0.65
H -0.23 -1.70 0.79
H -0.67 1.59 0.52
C 0.25 1.06 0.23
C -0.46 -0.09 -2.06
H 1.44 -1.79 0.18
H -0.74 0.92 -2.38
C 0.61 -1.11 0.40
N -1.32 -0.65 -1.04
C 0.85 0.12 1.31
H -0.14 -0.74 -2.87


No. 12
Below is the molecule C5H9NO, with properties calculated with wB97M-V/def2-TZVPD.

calculated total energy = -325.80776 Ha
total charge = 0
frontier orbital gap = 7.00 eV
energy relative to the best compared isomer or geometry (same formula, charge and spin) = 340.78 kJ/mol
LUMO level = 0.0336 hartree

Atoms and positions in Å:
N -0.19 -0.32 -0.65
O -2.10 -0.57 0.40
H -1.26 -0.81 2.27
H -1.38 0.88 1.72
C -1.47 -0.52 -0.78
C -1.12 -0.15 1.40
H 1.30 -1.32 -1.69
H 2.04 0.89 0.34
H 0.18 -0.36 -2.70
H -1.99 -0.82 -1.68
C 0.22 -0.25 0.69
C 1.21 0.82 1.05
H 1.42 0.45 -1.73
H 0.75 1.83 1.11
C 0.73 -0.39 -1.76
H 1.66 0.62 2.02


No. 13
Below is the molecule C5H9NO, with properties calculated with wB97M-V/def2-TZVPD.

calculated total energy = -325.78494 Ha
total charge = 0
frontier orbital gap = 10.66 eV
energy relative to the best compared isomer or geometry (same formula, charge and spin) = 400.70 kJ/mol
LUMO level = 0.0420 hartree

Atoms and positions in Å:
C -1.36 -0.16 0.23
O -1.22 0.79 1.43
H 1.39 -0.36 -2.12
C 1.23 1.33 -0.72
H 1.26 -0.82 0.76
H -2.25 0.41 0.02
C -0.25 -0.77 -0.68
C 0.98 -0.09 -1.14
H 2.30 1.54 -0.70
H 0.75 2.00 -1.43
H -0.62 -1.57 -1.34
H 0.80 1.52 0.27
H -0.43 -0.99 1.96
C -1.38 -0.60 1.61
H -2.27 -1.04 2.04
N 1.06 -1.18 -0.17


No. 14
Below is the molecule C5H9NO, with properties calculated with wB97M-V/def2-TZVPD.

calculated total energy = -325.86561 Ha
total charge = 0
frontier orbital gap = 10.93 eV
energy relative to the best compared isomer or geometry (same formula, charge and spin) = 188.88 kJ/mol
LUMO level = 0.0373 hartree

Atoms and positions in Å:
C 0.05 -0.62 0.81
C -0.20 1.77 -0.78
C 1.49 -0.71 0.40
H -3.05 0.16 -0.82
H -0.20 -0.14 1.75
H 0.97 -2.39 1.80
C 0.74 -1.94 0.84
N -2.47 0.98 -1.00
H 0.34 1.95 0.16
H 2.23 -0.29 1.07
H 1.72 -0.62 -0.65
H -0.66 2.70 -1.11
H 0.45 -2.65 0.07
H 0.53 1.44 -1.52
O -0.95 -0.51 -0.17
C -1.29 0.74 -0.63


No. 15
Below is the molecule C5H9NO, with properties calculated with wB97M-V/def2-TZVPD.

calculated total energy = -325.86457 Ha
total charge = 0
frontier orbital gap = 10.34 eV
energy relative to the best compared isomer or geometry (same formula, charge and spin) = 191.63 kJ/mol
LUMO level = 0.0355 hartree

Atoms and positions in Å:
O -2.43 -0.86 0.89
N 0.78 0.22 -0.47
H -2.00 1.93 0.70
H 0.83 0.46 -2.55
H 1.52 -1.72 0.24
C -0.35 -0.63 -0.15
C -1.49 -0.13 0.69
C 1.41 -0.02 -1.76
H -0.65 -1.40 -0.87
H 1.52 -1.09 -2.00
H -1.84 1.22 2.31
C -1.40 1.25 1.31
C 0.97 -0.82 0.52
H 1.10 -0.49 1.54
H -0.38 1.64 1.34
H 2.41 0.43 -1.75